# 1
The following is a quantum chemistry calculation of a molecular structure, C7H14BHfNO7S at a distorted geometry, from the Open Molecules 2025 dataset.

Output
Frontier orbital gap   2.26 eV
LUMO   -19.51 eV
Molar mass   445.56 g mol⁻¹
Total charge   +4
Energy above the lowest of the compared OMol25 structures with the same formula, charge and spin   0.0 kcal per mole
Spin multiplicity   1

Geometry as XYZ:
```
32
Properties=species:S:1:pos:R:3:nbo_charge:R:1
O 1.2783 2.1429 2.9241 -0.15
C 1.5206 1.7688 1.8523 0.67
C 1.5455 0.3328 1.3287 -0.49
C 1.1953 0.4516 -0.1861 0.37
C -0.2664 0.7727 -0.4756 -0.46
C -1.2998 -0.2014 0.1189 -0.41
C -2.7195 0.3898 0.0542 -0.69
S -3.8205 -0.7644 0.8197 2.35
O -3.2613 -1.1522 2.0974 -0.67
O -4.0201 -1.8681 -0.0812 -0.67
O -5.1771 -0.0733 1.0377 -0.77
O 1.8739 -0.4527 -1.0449 -0.70
B 1.9509 -1.7885 -1.0688 1.38
O 2.3802 -2.6199 -0.1453 -0.86
O 1.7044 -2.4556 -2.5090 -1.00
C 2.0082 1.8437 -0.5013 -0.28
N 1.9105 2.6389 0.6509 -0.29
H 0.9824 -0.3778 1.9267 0.30
H 2.6054 0.0548 1.4086 0.31
H -0.4244 0.8822 -1.5485 0.26
H -0.4394 1.7429 0.0027 0.25
H -1.2755 -1.1468 -0.4296 0.23
H -1.0635 -0.4325 1.1580 0.24
H -3.0335 0.5505 -0.9771 0.29
H -2.7554 1.3271 0.6143 0.27
H -5.1562 0.8888 1.2093 0.56
H 1.8458 -3.3829 0.1259 0.57
H 2.7858 -2.4802 -2.9540 0.30
H 3.0150 1.6464 -0.8733 0.27
H 1.4288 2.2766 -1.3405 0.34
H 2.8542 2.9953 0.8856 0.46
Hf 1.8272 -3.5098 -4.0796 2.01
```

---

# 2
The following is a quantum chemistry calculation of a molecular structure, C5H8S2 at a distorted geometry, from the Open Molecules 2025 dataset.

Output
Frontier orbital gap   9.47 eV
LUMO   0.72 eV
Molar mass   132.25 g mol⁻¹
Total charge   0
Energy above the lowest of the compared OMol25 structures with the same formula, charge and spin   25.6 kcal per mole
Spin multiplicity   1

Geometry as XYZ:
```
15
Properties=species:S:1:pos:R:3:nbo_charge:R:1
C -1.0329 -0.1335 -0.0005 -0.36
C -0.1125 0.5206 1.0442 -0.30
C 1.2061 -0.2423 0.7682 -0.42
C 1.2496 -0.3009 -0.7648 -0.42
C -0.1016 0.4986 -1.0524 -0.31
H -3.3036 -0.8642 -0.2266 0.13
H -1.0872 -1.1964 0.0549 0.22
H -0.3143 0.7335 2.0779 0.23
H 2.1037 0.2296 1.2712 0.22
H 1.1712 -1.2624 1.1965 0.21
H 1.2923 -1.3258 -1.1101 0.21
H 2.1029 0.2176 -1.2143 0.22
H -0.4968 0.7028 -2.0389 0.24
S -2.7473 0.4162 0.0187 -0.02
S 0.0705 2.0065 -0.0240 0.15
```